(1)
{
  "formula": "C4H11N2O",
  "method": "the ωB97M-V functional and the def2-TZVPD basis",
  "elements": ["N", "C", "C", "C", "N", "C", "O", "H", "H", "H", "H", "H", "H", "H", "H", "H", "H", "H"],
  "coordinates": [[-1.254, 1.562, -0.608], [-0.414, 0.340, -0.448], [0.789, 0.429, -1.393], [-0.160, 0.389, 0.993], [0.244, -0.769, 1.630], [0.491, -2.057, 0.974], [-0.225, 1.503, 1.580], [-2.192, 1.420, -0.228], [-0.833, 2.296, 0.015], [-1.302, 1.853, -1.566], [-1.062, -0.465, -0.763], [0.717, -0.340, -2.180], [0.946, 1.396, -1.954], [1.736, 0.235, -0.866], [0.810, -0.611, 2.427], [1.556, -2.141, 0.591], [-0.169, -2.191, 0.091], [0.322, -2.850, 1.706]],
  "multiplicity": 2,
  "e_lumo_ev": [0.60, 0.49],
  "homo_lumo_gap_ev": [3.69, 8.78],
  "e_homo_ev": [-3.088, -8.292]
}

(2)
{
  "formula": "C4H11N2O",
  "method": "the ωB97M-V functional and the def2-TZVPD basis",
  "elements": ["N", "C", "C", "C", "N", "C", "O", "H", "H", "H", "H", "H", "H", "H", "H", "H", "H", "H"],
  "coordinates": [[0.263, -1.809, -0.936], [0.565, -0.412, -0.483], [0.790, 0.449, -1.718], [-0.657, -0.045, 0.395], [-0.552, 1.018, 1.231], [0.636, 1.836, 1.384], [-1.639, -0.760, 0.416], [0.456, -2.557, -0.205], [-0.761, -1.898, -1.086], [0.743, -2.143, -1.806], [1.390, -0.466, 0.220], [0.777, 1.497, -1.489], [1.741, 0.188, -2.184], [0.006, 0.286, -2.455], [-1.197, 1.029, 2.004], [0.406, 2.852, 1.687], [1.074, 2.011, 0.406], [1.359, 1.440, 2.081]],
  "multiplicity": 2,
  "e_lumo_ev": [0.30, 0.21],
  "homo_lumo_gap_ev": [2.71, 8.63],
  "e_homo_ev": [-2.406, -8.426]
}

(3)
{
  "formula": "C4H11N2O",
  "method": "the ωB97M-V functional and the def2-TZVPD basis",
  "elements": ["C", "N", "C", "O", "C", "C", "N", "H", "H", "H", "H", "H", "H", "H", "H", "H", "H", "H"],
  "coordinates": [[0.653, -0.788, -0.316], [0.517, -1.415, 1.002], [0.513, -0.532, 2.156], [-0.440, -0.803, 3.041], [-0.138, 0.476, -0.579], [0.079, 0.972, -2.006], [-1.583, 0.362, -0.336], [1.702, -0.678, -0.612], [0.285, -1.502, -1.031], [-0.402, -1.841, 1.062], [1.494, -0.631, 2.639], [0.427, 0.502, 1.776], [0.241, 1.332, 0.013], [-0.332, 0.239, -2.698], [1.111, 1.189, -2.242], [-0.471, 1.894, -2.186], [-1.916, 1.314, -0.243], [-1.740, -0.089, 0.559]],
  "multiplicity": 2,
  "e_lumo_ev": [0.94, -1.78],
  "homo_lumo_gap_ev": [10.25, 7.59],
  "e_homo_ev": [-9.310, -9.367]
}

Least stable: (2)

(1)
{
  "formula": "C15H17N3O3",
  "method": "the ωB97M-V functional and the def2-TZVPD basis",
  "elements": ["O", "C", "N", "C", "C", "C", "N", "C", "C", "N", "C", "C", "C", "C", "C", "C", "C", "O", "C", "C", "O", "H", "H", "H", "H", "H", "H", "H", "H", "H", "H", "H", "H", "H", "H", "H", "H", "H"],
  "coordinates": [[-0.144, -2.165, 1.189], [-0.257, -1.449, 0.214], [0.682, -1.408, -0.766], [1.906, -2.170, -0.673], [3.024, -1.391, 0.026], [3.410, -0.121, -0.739], [4.494, 0.569, -0.096], [4.400, 1.395, 0.989], [5.677, 1.769, 1.291], [6.547, 1.190, 0.424], [5.814, 0.478, -0.385], [-1.441, -0.571, -0.010], [-1.377, 0.639, -0.699], [-2.504, 1.425, -0.827], [-3.718, 1.015, -0.290], [-3.797, -0.215, 0.377], [-2.653, -0.982, 0.530], [-4.977, -0.688, 0.885], [-6.111, -0.005, 0.401], [-5.872, 1.504, 0.432], [-4.799, 1.843, -0.421], [0.535, -0.827, -1.574], [2.216, -2.466, -1.678], [1.682, -3.063, -0.084], [2.690, -1.124, 1.030], [3.900, -2.035, 0.120], [2.550, 0.555, -0.793], [3.721, -0.377, -1.757], [3.458, 1.642, 1.434], [6.024, 2.416, 2.070], [6.192, -0.109, -1.199], [-0.444, 1.001, -1.103], [-2.469, 2.376, -1.334], [-2.710, -1.913, 1.070], [-6.943, -0.288, 1.047], [-6.323, -0.315, -0.631], [-6.741, 2.053, 0.069], [-5.642, 1.812, 1.461]],
  "e_lumo_ev": 0.53,
  "smiles": "O=C(NCCCn1ccnc1)c1ccc2c(c1)OCCO2",
  "homo_lumo_gap_ev": 9.24,
  "e_homo_ev": -8.707
}

(2)
{
  "formula": "C15H17N3O3",
  "method": "the ωB97M-V functional and the def2-TZVPD basis",
  "elements": ["H", "N", "C", "N", "N", "C", "C", "C", "C", "C", "C", "C", "C", "C", "C", "O", "C", "O", "C", "C", "C", "O", "H", "H", "H", "H", "H", "H", "H", "H", "H", "H", "H", "H", "H", "H", "H", "H"],
  "coordinates": [[-2.976, 2.485, -2.427], [-3.172, 1.496, -2.161], [-3.241, 1.313, -0.804], [-3.069, 2.564, 0.084], [-3.538, 0.031, -0.065], [-3.013, -1.204, -0.750], [-1.900, -1.978, 0.229], [-1.057, -3.118, -0.640], [0.073, -2.403, -1.639], [1.151, -1.528, -0.709], [2.362, -2.208, 0.174], [3.401, -1.316, 1.117], [3.190, 0.314, 1.140], [1.958, 1.024, 0.260], [0.951, 0.108, -0.676], [-0.139, 0.719, -1.457], [1.827, 2.683, 0.405], [1.465, 3.488, -0.603], [2.237, 3.278, 1.913], [3.367, 2.651, 2.704], [4.155, 1.326, 2.058], [5.468, 1.102, 2.232], [-2.650, 3.352, -0.456], [-2.398, 2.377, 0.864], [-4.572, -0.012, 0.068], [-3.932, -1.964, -0.816], [-2.637, -1.061, -1.847], [-2.552, -2.479, 1.089], [-1.199, -1.199, 0.765], [-0.503, -3.870, 0.102], [-1.792, -3.808, -1.277], [-0.500, -1.686, -2.403], [0.702, -3.198, -2.238], [2.516, -3.389, 0.203], [4.246, -1.827, 1.770], [0.098, 0.816, -2.431], [1.619, 4.201, 2.342], [3.685, 3.088, 3.758]],
  "e_lumo_ev": -1.71,
  "smiles": "[H]/N=C(\\N)NCCCCc1ccc2c(c1O)C(=O)C=CC2=O",
  "homo_lumo_gap_ev": 7.28,
  "e_homo_ev": -8.994
}

Least stable: (2)